C34H48As2N9O4W as an isolated structure at a distorted geometry, computed with the ωB97M-V functional and the def2-TZVPD basis.

Its highest occupied orbital energy (spin up / spin down) is -0.5386 / -0.5387 Ha. The value obtained for the frontier orbital gap (spin up / spin down) is 5.78 / 5.79 eV. The maximum force comes out at 6.4 eV/Å.

```
! wB97M-V def2-TZVPD RIJCOSX def2/J DEFGRID3
* xyz 3 1
W -0.501 -0.093 -0.032
O -0.767 0.024 1.748
N -1.545 -1.108 1.485
N -2.656 -0.685 0.883
O -2.373 0.140 -0.193
C -3.872 -1.318 0.983
C -4.932 -0.920 0.158
C -6.167 -1.519 0.309
C -6.344 -2.524 1.254
C -5.283 -2.925 2.058
C -4.049 -2.323 1.941
H -4.778 -0.134 -0.569
H -6.991 -1.202 -0.312
H -7.312 -2.988 1.365
H -5.422 -3.710 2.782
H -3.218 -2.605 2.565
C 3.272 -1.253 -1.442
As 1.451 -0.415 -1.671
C 1.244 -1.196 -3.526
C 1.803 1.339 -2.585
C 3.034 1.769 -3.076
C 3.116 2.891 -3.885
C 1.963 3.566 -4.250
C 0.733 3.151 -3.766
C 0.640 2.052 -2.913
As -1.097 1.462 -2.118
C -2.044 1.276 -3.923
C -1.842 3.278 -1.786
H 3.297 -2.191 -2.011
H 3.434 -1.479 -0.386
H 4.086 -0.612 -1.801
H 2.140 -0.947 -4.111
H 0.382 -0.750 -4.031
H 1.128 -2.280 -3.507
H 3.937 1.229 -2.820
H 4.076 3.220 -4.254
H 2.023 4.414 -4.914
H -0.167 3.679 -4.061
H -2.189 2.250 -4.401
H -3.027 0.821 -3.789
H -1.456 0.661 -4.608
H -1.985 3.823 -2.725
H -1.176 3.857 -1.142
H -2.812 3.178 -1.292
N -1.735 -1.590 -2.011
C -1.068 -2.877 -2.147
C -1.290 -3.724 -3.220
C -0.646 -4.956 -3.276
C 0.194 -5.344 -2.258
C 0.431 -4.504 -1.153
C 1.272 -4.867 -0.079
C 1.378 -3.992 0.991
C 0.726 -2.777 0.977
N -0.026 -2.313 -0.071
C -0.208 -3.233 -1.103
H -2.621 -1.758 -1.512
H -2.042 -1.318 -2.954
H -1.958 -3.427 -4.013
H -0.824 -5.607 -4.116
H 0.672 -6.310 -2.297
H 1.783 -5.815 -0.089
H 1.975 -4.249 1.850
H 0.772 -2.126 1.838
C -0.970 4.339 3.946
N -0.899 3.532 2.752
C 0.333 3.251 2.051
C -0.194 2.361 0.958
O 0.464 1.710 0.045
N -1.523 2.226 1.040
C -1.919 2.899 2.142
N -3.172 2.897 2.583
H -0.025 4.864 4.056
H -1.142 3.733 4.839
H -1.764 5.081 3.864
H 1.055 2.727 2.693
H 0.807 4.166 1.667
H -3.886 2.402 2.076
H -3.418 3.382 3.430
C 4.151 1.807 2.924
N 3.404 1.152 1.865
C 3.776 1.596 0.538
C 2.467 0.214 2.079
O 1.637 -0.100 1.143
N 2.425 -0.374 3.297
C 3.621 -0.823 3.997
C 1.190 -0.780 3.945
H 4.225 2.871 2.697
H 5.163 1.412 3.007
H 3.650 1.698 3.879
H 3.900 2.678 0.532
H 3.001 1.336 -0.186
H 4.724 1.144 0.241
H 4.488 -0.763 3.347
H 3.480 -1.872 4.269
H 3.799 -0.262 4.916
H 0.330 -0.456 3.363
H 1.135 -0.309 4.930
H 1.148 -1.861 4.094
*
```

C34H48F6MgNO28S2 as an isolated structure at a distorted geometry, computed with the ωB97M-V functional and the def2-TZVPD basis.

Its highest occupied orbital energy is -0.4132 Ha. The value obtained for the frontier orbital gap is 7.70 eV. The maximum force comes out at 8.3 eV/Å.

```
! wB97M-V def2-TZVPD RIJCOSX def2/J DEFGRID3
* xyz 1 1
Mg 2.179 -1.409 1.426
C 0.365 0.884 -1.708
F 1.652 1.160 -2.052
F 0.034 1.716 -0.664
F -0.438 0.986 -2.761
S 0.316 -1.030 -1.102
O -0.885 -1.702 -1.524
O 1.505 -1.704 -1.711
N 0.615 -0.926 0.658
S -0.901 -0.402 1.160
O -0.835 0.331 2.368
O -1.935 0.051 0.218
C -1.581 -2.121 1.860
F -1.124 -2.451 2.987
F -2.924 -2.105 2.116
F -1.481 -3.161 0.980
C -0.335 3.633 3.067
C 1.149 3.460 2.920
C 1.763 2.816 4.172
O 2.608 1.713 3.651
C 2.263 1.468 2.428
O 2.605 0.446 1.901
O 1.420 2.473 1.894
H -0.604 4.478 3.701
H -0.767 2.732 3.502
H -0.730 3.761 2.059
H 1.550 4.432 2.633
H 1.037 2.354 4.840
H 2.355 3.564 4.700
C -4.385 3.594 -1.693
C -4.143 2.030 -1.788
C -5.008 1.193 -0.890
O -5.780 0.395 -1.779
C -5.505 0.707 -3.068
O -6.141 0.193 -4.037
O -4.526 1.650 -3.085
H -5.428 3.875 -1.838
H -3.896 4.085 -2.534
H -4.029 4.060 -0.774
H -3.064 1.907 -1.697
H -5.693 1.782 -0.280
H -4.325 0.611 -0.272
C 0.413 -1.291 -5.253
C 1.585 -2.097 -4.790
C 1.327 -3.491 -4.182
O 2.465 -4.108 -4.606
C 2.952 -3.576 -5.762
O 3.819 -3.998 -6.473
O 2.345 -2.391 -5.909
H 0.746 -0.446 -5.857
H -0.176 -0.798 -4.479
H -0.362 -1.830 -5.798
H 2.247 -1.459 -4.204
H 0.489 -3.961 -4.695
H 1.204 -3.448 -3.100
C 4.034 3.078 -0.541
C 3.787 3.681 -1.967
C 4.361 5.071 -2.071
O 5.251 5.034 -3.175
C 5.549 3.728 -3.437
O 6.440 3.394 -4.245
O 4.665 2.933 -2.795
H 3.286 3.544 0.100
H 5.073 3.188 -0.229
H 3.757 2.024 -0.562
H 2.765 3.574 -2.331
H 4.912 5.405 -1.191
H 3.566 5.761 -2.354
C 0.062 -7.773 1.062
C 0.227 -6.528 2.016
C 1.511 -6.595 2.910
O 2.019 -5.280 2.710
C 1.346 -4.612 1.791
O 1.503 -3.411 1.578
O 0.387 -5.383 1.259
H -0.784 -7.653 0.385
H -0.008 -8.653 1.701
H 0.951 -7.903 0.445
H -0.615 -6.408 2.698
H 2.266 -7.231 2.448
H 1.332 -6.754 3.974
C 1.146 -1.797 8.088
C 0.465 -1.592 6.728
C 0.195 -0.130 6.350
O 0.500 -0.119 4.984
C 1.158 -1.235 4.608
O 1.724 -1.432 3.530
O 1.209 -2.103 5.631
H 1.603 -2.787 8.082
H 0.339 -1.549 8.777
H 1.925 -1.094 8.382
H -0.507 -2.079 6.649
H 0.806 0.619 6.856
H -0.841 0.094 6.605
C 1.126 7.519 -1.110
C 0.251 6.379 -0.467
C -1.209 6.738 -0.380
O -1.854 5.678 -1.147
C -0.933 4.828 -1.651
O -1.169 3.724 -2.197
O 0.283 5.270 -1.338
H 2.170 7.261 -0.932
H 1.017 8.365 -0.432
H 0.885 7.904 -2.101
H 0.645 6.091 0.507
H -1.434 7.733 -0.764
H -1.607 6.793 0.633
C -2.122 -5.291 -1.711
C -3.314 -4.646 -2.421
C -4.102 -3.730 -1.600
O -4.513 -2.689 -2.503
C -3.539 -2.700 -3.469
O -3.338 -1.739 -4.261
O -2.833 -3.759 -3.417
H -1.404 -5.554 -2.487
H -2.368 -6.180 -1.129
H -1.700 -4.633 -0.952
H -3.809 -5.483 -2.913
H -3.496 -3.285 -0.810
H -5.003 -4.253 -1.281
*
```

A 9-piece molecular cluster, C34H48FNO27S overall at a distorted geometry, computed with the ωB97M-V functional and the def2-TZVPD basis.

Its highest occupied orbital energy is -0.2603 Ha. The structure (SMILES) is C=CC[C@H](CO[C@H](CCF)OC#N)OCS.O=C1OCCO1.O=C1OCCO1.O=C1OCCO1.O=C1OCCO1.O=C1OCCO1.O=C1OCCO1.O=C1OCCO1.O=C1OCCO1. The value obtained for the frontier orbital gap is 7.20 eV. The maximum force comes out at 2.1 eV/Å.

```
! wB97M-V def2-TZVPD RIJCOSX def2/J DEFGRID3
* xyz 0 1
C 3.007 -1.809 0.460
C 2.768 -1.145 -0.723
C 3.487 0.090 -1.127
C 2.904 1.293 -0.373
C 1.419 1.525 -0.634
O 0.846 2.002 0.591
C -0.345 2.645 0.462
C -1.501 1.865 -0.162
C -1.526 0.386 0.161
F -1.124 0.138 1.469
O -0.252 3.889 -0.312
C 0.656 4.701 0.104
N 1.522 5.405 0.435
O 3.529 2.519 -0.694
C 4.937 2.525 -0.658
S 5.696 1.868 0.846
H 3.931 -2.364 0.606
H 2.289 -1.857 1.272
H 2.015 -1.524 -1.410
H 3.368 0.268 -2.198
H 4.543 -0.073 -0.899
H 2.971 1.053 0.690
H 1.366 2.267 -1.431
H 0.900 0.652 -1.003
H -0.638 2.922 1.472
H -1.563 2.007 -1.238
H -2.409 2.295 0.255
H -2.548 0.033 0.057
H -0.913 -0.218 -0.499
H 5.340 2.018 -1.529
H 5.236 3.563 -0.741
H 5.892 2.990 1.548
O 5.048 -2.527 -2.074
C 4.997 -3.712 -2.045
O 4.331 -4.416 -1.103
C 4.302 -5.786 -1.503
C 5.501 -5.881 -2.419
O 5.594 -4.543 -2.934
H 4.378 -6.437 -0.636
H 3.360 -5.983 -2.020
H 6.419 -6.115 -1.878
H 5.370 -6.597 -3.225
O 0.404 -0.684 -2.465
C -0.041 -1.458 -3.255
O 0.389 -2.728 -3.400
C -0.549 -3.413 -4.244
C -1.171 -2.272 -5.017
O -1.045 -1.179 -4.102
H -0.042 -4.136 -4.877
H -1.272 -3.930 -3.613
H -0.622 -2.035 -5.930
H -2.215 -2.446 -5.262
O 1.763 -1.009 6.928
C 1.244 -0.252 6.177
O 1.840 0.286 5.088
C 0.837 0.955 4.313
C -0.225 1.249 5.350
O -0.034 0.191 6.292
H 1.246 1.849 3.848
H 0.483 0.280 3.533
H -0.064 2.204 5.856
H -1.234 1.225 4.945
O -3.681 -2.227 -2.829
C -4.526 -1.521 -2.375
O -5.838 -1.825 -2.322
C -6.491 -0.833 -1.509
C -5.551 0.345 -1.620
O -4.287 -0.302 -1.846
H -7.488 -0.619 -1.884
H -6.567 -1.209 -0.487
H -5.783 0.978 -2.478
H -5.514 0.961 -0.726
O -5.295 1.984 1.205
C -4.757 2.902 1.733
O -3.582 2.828 2.400
C -3.149 4.163 2.689
C -4.451 4.936 2.658
O -5.238 4.163 1.745
H -2.648 4.203 3.653
H -2.455 4.485 1.910
H -4.952 4.953 3.628
H -4.338 5.955 2.299
O -9.928 -0.607 -1.620
C -10.018 -1.788 -1.545
O -10.655 -2.449 -0.552
C -10.747 -3.829 -0.923
C -9.599 -3.976 -1.902
O -9.492 -2.655 -2.442
H -10.651 -4.466 -0.048
H -11.719 -4.003 -1.387
H -8.659 -4.232 -1.410
H -9.796 -4.697 -2.690
O 6.493 -5.971 1.243
C 5.744 -5.619 2.095
O 5.865 -4.472 2.794
C 4.664 -4.279 3.551
C 4.134 -5.693 3.674
O 4.651 -6.315 2.491
H 4.886 -3.817 4.509
H 3.995 -3.627 2.987
H 4.531 -6.214 4.547
H 3.049 -5.745 3.690
O 5.769 9.742 -2.094
C 5.201 8.878 -1.514
O 4.900 8.904 -0.192
C 4.019 7.808 0.090
C 4.337 6.850 -1.032
O 4.761 7.728 -2.081
H 4.220 7.391 1.072
H 2.988 8.160 0.056
H 5.161 6.177 -0.784
H 3.479 6.262 -1.342
*
```

C34H48MoN4O8PSSe4 as an isolated structure at a distorted geometry, computed with the ωB97M-V functional and the def2-TZVPD basis.

Its highest occupied orbital energy (spin up / spin down) is -0.1316 / -0.1345 Ha. The value obtained for the frontier orbital gap (spin up / spin down) is 5.59 / 5.84 eV. The maximum force comes out at 2.0 eV/Å.

```
! wB97M-V def2-TZVPD RIJCOSX def2/J DEFGRID3
* xyz -1 3
Mo 0.784 0.471 1.124
O -3.043 3.395 4.336
C -1.731 3.625 4.796
C -0.710 2.908 3.879
C 0.697 3.275 4.387
O 1.650 2.553 3.657
C -0.987 1.414 4.041
Se 0.365 0.148 3.372
C -0.948 3.407 2.451
Se 0.423 3.015 1.076
H -3.653 3.393 5.080
H -1.604 3.252 5.821
H -1.521 4.707 4.801
H 0.766 3.033 5.462
H 0.848 4.361 4.268
H 2.553 2.777 3.903
H -1.927 1.159 3.546
H -1.064 1.170 5.107
H -1.033 4.498 2.455
H -1.878 2.986 2.067
O 0.532 -5.390 0.952
C -0.491 -4.673 1.611
C 0.002 -3.868 2.823
C 0.499 -4.867 3.901
O 1.595 -5.641 3.490
C 1.221 -3.007 2.478
Se 1.328 -2.079 0.720
C -1.149 -3.106 3.474
Se -2.458 -2.185 2.346
H 1.121 -4.721 0.568
H -1.231 -5.415 1.927
H -0.972 -3.977 0.917
H -0.339 -5.526 4.183
H 0.808 -4.312 4.792
H 1.401 -5.901 2.570
H 2.115 -3.639 2.488
H 1.360 -2.220 3.221
H -0.759 -2.351 4.161
H -1.766 -3.810 4.040
C -2.662 -2.166 -3.058
C -3.600 -2.562 -1.919
C -3.008 -3.748 -1.152
C -3.979 -1.384 -1.005
N -2.894 -0.600 -0.489
C -1.711 -0.973 0.036
N -1.122 0.140 0.497
N -2.019 1.119 0.354
N -3.062 0.701 -0.206
H -2.447 -3.036 -3.673
H -1.714 -1.809 -2.662
H -3.102 -1.401 -3.694
H -4.553 -2.880 -2.358
H -1.922 -3.728 -1.197
H -3.335 -4.689 -1.589
H -3.309 -3.729 -0.107
H -4.538 -1.774 -0.145
H -4.617 -0.678 -1.544
H -1.200 -1.892 -0.168
C 4.624 -0.944 0.898
S 3.735 0.202 1.996
O 4.716 1.122 2.519
O 3.059 -0.595 2.992
O 2.779 0.915 1.098
H 4.738 -1.871 1.442
H 5.582 -0.507 0.653
H 4.022 -1.099 0.012
O 1.115 0.567 -1.087
P 0.923 1.238 -2.401
C 1.115 -0.045 -3.669
C 2.104 -0.983 -3.375
C 2.405 -1.985 -4.274
C 1.699 -2.071 -5.468
C 0.704 -1.148 -5.755
C 0.419 -0.124 -4.870
C -0.681 2.083 -2.506
C -0.760 3.405 -2.082
C -1.996 4.007 -1.946
C -3.152 3.301 -2.234
C -3.072 1.991 -2.678
C -1.838 1.380 -2.809
C 2.177 2.501 -2.710
C 2.242 3.120 -3.955
C 3.188 4.097 -4.183
C 4.066 4.459 -3.170
C 4.005 3.835 -1.932
C 3.060 2.851 -1.696
H 2.618 -0.917 -2.424
H 3.178 -2.703 -4.043
H 1.925 -2.860 -6.170
H 0.144 -1.233 -6.676
H -0.347 0.603 -5.099
H 0.143 3.947 -1.834
H -2.054 5.022 -1.584
H -4.117 3.761 -2.084
H -3.975 1.438 -2.891
H -1.763 0.347 -3.115
H 1.542 2.824 -4.726
H 3.241 4.583 -5.147
H 4.800 5.231 -3.352
H 4.688 4.123 -1.147
H 2.989 2.359 -0.731
*
```

| no. | calculated total energy (eV) |
| --- | --- |
| 1 | -181112.7527 |
| 2 | -138269.9901 |
| 3 | -106357.7207 |
| 4 | -341744.7747 |